Entry from the Open Molecules 2025 dataset: a molecular structure, C50H93Cl28FN2O4P (ωB97M-V/def2-TZVPD).

CARTESIAN COORDINATES (ANGSTROEM)
C -2.8242 -2.0132 0.5029
C -2.8654 -1.2175 -0.9252
C -3.3162 -2.2567 -2.1485
C -4.1442 -0.1446 -0.8045
C -1.5559 -0.3067 -1.2757
C -0.1022 -0.9752 -0.9527
C 0.3534 -0.8590 0.6530
C 0.0681 -2.5479 -1.3766
C 1.0711 -0.0976 -1.7607
C 0.8002 1.3097 -2.5552
C 2.0249 2.1597 -3.2942
C 3.5877 1.6024 -3.2239
O 4.6692 2.3920 -3.8432
C 5.7361 2.6766 -2.8479
C 5.2473 3.5848 -1.5737
O 5.1278 5.0191 -1.8937
C 4.3148 5.7460 -0.9077
C 5.2065 6.7227 0.1045
P 5.5541 5.9500 1.8163
C 7.4556 6.0610 2.1153
C 8.2141 4.6049 2.1149
N 8.1772 3.9451 3.5086
C 4.8225 4.2051 2.0774
O 5.4024 3.0409 1.7642
N 3.4256 4.1147 2.7078
C 2.4179 3.5402 1.7275
O 1.3133 4.2094 1.3675
F 2.6163 2.1933 1.0844
C 3.8361 0.1542 -2.4317
C 2.6089 -0.6679 -1.7145
H -3.7163 -2.7604 0.6205
H -1.8358 -2.5958 0.7302
H -2.9397 -1.2051 1.3632
H -2.4495 -2.9545 -2.5094
H -3.6499 -1.5619 -3.0499
H -4.2729 -2.8363 -1.7629
H -3.7279 0.8779 -0.3513
H -4.9349 -0.5487 -0.0426
H -4.6063 0.1054 -1.8730
H -1.5884 -0.1201 -2.4546
H -1.5807 0.7640 -0.7616
H 0.5519 -1.9428 1.1128
H 1.3169 -0.1623 0.7430
H -0.5140 -0.2839 1.2072
H -0.8254 -3.2460 -1.0873
H 0.2716 -2.7266 -2.5290
H 1.0222 -2.9895 -0.8112
H -0.2779 1.7828 -2.6335
H 1.7704 3.1555 -3.8588
H 6.6133 3.2907 -3.3730
H 6.2052 1.6750 -2.4221
H 4.2832 3.1561 -1.0159
H 6.1173 3.5052 -0.7595
H 3.6342 6.5020 -1.5321
H 3.5730 5.0857 -0.2886
H 6.2446 7.0038 -0.3752
H 4.5685 7.7108 0.3011
H 4.9369 6.8218 2.8227
H 7.8972 6.7219 1.2411
H 7.6839 6.6213 3.1268
H 9.3588 4.7907 1.8912
H 7.8354 3.8620 1.2837
H 7.2027 3.5467 3.6637
H 8.8049 3.0904 3.4394
H 3.0814 5.0752 2.9789
H 4.9645 -0.2155 -2.3849
H 2.8643 -1.6632 -1.1460
Cl -1.8671 -5.5474 -1.4025
C -1.8609 -5.7040 0.3718
C -2.9267 -6.6680 0.8674
Cl -4.5736 -6.0297 0.6321
H -1.9903 -4.7051 0.8005
H -0.8690 -6.0693 0.6534
H -2.8041 -6.8388 1.9410
H -2.8620 -7.6357 0.3598
Cl 2.7410 10.3174 5.7903
C 3.7857 8.9441 6.2327
C 5.1366 9.0027 5.5381
Cl 5.0043 8.7209 3.7836
H 3.2497 8.0200 5.9941
H 3.9228 8.9878 7.3170
H 5.7935 8.2229 5.9349
H 5.6265 9.9697 5.6906
Cl 4.8916 12.3592 7.5436
C 3.7366 13.6858 7.2625
C 4.4302 15.0308 7.1188
Cl 5.1497 15.5845 8.6521
H 3.0175 13.6894 8.0878
H 3.1970 13.4453 6.3419
H 3.7059 15.7928 6.8161
H 5.2229 14.9968 6.3646
Cl -3.7781 -2.8424 -5.0703
C -5.2335 -3.8581 -5.2219
C -6.5095 -3.0779 -4.9499
Cl -6.6566 -2.6031 -3.2388
H -5.1269 -4.7069 -4.5389
H -5.2445 -4.2440 -6.2453
H -7.3812 -3.6970 -5.1824
H -6.5648 -2.1706 -5.5600
Cl -7.0669 -8.1218 -1.8032
C -8.0038 -8.8835 -0.4936
C -7.4095 -8.6018 0.8769
Cl -5.8462 -9.4231 1.1147
H -8.0577 -9.9579 -0.6963
H -9.0169 -8.4750 -0.5509
H -8.0822 -8.9700 1.6573
H -7.2576 -7.5296 1.0375
Cl 3.6757 15.0813 3.6125
C 2.2203 14.0656 3.4610
C 0.9443 14.8458 3.7329
Cl 0.7972 15.3206 5.4441
H 2.3269 13.2168 4.1440
H 2.2093 13.6797 2.4375
H 0.0726 14.2267 3.5005
H 0.8890 15.7531 3.1229
Cl -0.9056 0.5167 -6.3758
C -2.0533 0.0578 -7.6584
C -3.4198 0.6937 -7.4612
Cl -4.2745 0.0277 -6.0467
H -2.1168 -1.0348 -7.6811
H -1.6200 0.3932 -8.6051
H -4.0510 0.4980 -8.3331
H -3.3447 1.7783 -7.3328
Cl 7.4699 -1.5784 6.2406
C 6.9093 0.0872 5.9502
C 6.9305 0.4516 4.4745
Cl 8.5893 0.5820 3.8371
H 7.5353 0.7633 6.5412
H 5.8867 0.1478 6.3337
H 6.4566 1.4262 4.3248
H 6.3914 -0.2848 3.8700
Cl -10.2606 -8.2507 4.0246
C -10.8212 -6.5851 3.7342
C -10.8000 -6.2207 2.2586
Cl -9.1412 -6.0903 1.6211
H -10.1952 -5.9091 4.3253
H -11.8439 -6.5245 4.1177
H -11.2739 -5.2461 2.1089
H -11.3392 -6.9571 1.6540
Cl 6.0870 0.9586 -6.7355
C 5.2855 -0.6293 -6.8303
C 3.8114 -0.5515 -6.4676
Cl 3.5611 -0.1961 -4.7396
H 5.8255 -1.3210 -6.1759
H 5.3971 -0.9786 -7.8609
H 3.3278 -1.5126 -6.6661
H 3.2930 0.2165 -7.0507
Cl -7.7189 -11.6708 3.2297
C -5.9742 -11.6462 3.5877
C -5.5159 -12.9082 4.3003
Cl -6.1571 -13.0152 5.9594
H -5.7623 -10.7498 4.1793
H -5.4562 -11.5514 2.6289
H -4.4249 -12.9145 4.3819
H -5.8213 -13.8097 3.7595
Cl -3.9191 5.6755 -1.0587
C -2.8744 4.3023 -0.6163
C -1.5235 4.3608 -1.3109
Cl -1.6559 4.0791 -3.0654
H -3.4105 3.3782 -0.8549
H -2.7373 4.3460 0.4681
H -0.8667 3.5811 -0.9141
H -1.0337 5.3279 -1.1584
Cl 7.0202 -3.4915 -10.1266
C 5.5648 -4.5072 -10.2782
C 4.2888 -3.7270 -10.0062
Cl 4.1418 -3.2522 -8.2951
H 5.6714 -5.3560 -9.5952
H 5.5539 -4.8931 -11.3016
H 3.4172 -4.3461 -10.2387
H 4.2336 -2.8197 -10.6163
Cl -8.0786 -17.9274 4.3873
C -8.6392 -16.2618 4.0969
C -8.6180 -15.8974 2.6212
Cl -6.9592 -15.7670 1.9838
H -8.0132 -15.5857 4.6879
H -9.6619 -16.2012 4.4804
H -9.0919 -14.9228 2.4715
H -9.1571 -16.6338 2.0167

Kohn-Sham gap in eV: 3.784
Highest occupied orbital energy in Eh: -0.32600
Maximum force in eV/A: 9.7
DFT total energy in eV: -427140.4120
Total charge: +1

These are the Mulliken partial charges, in e, on atoms 1 to 99:
1 C -0.735
2 C 1.234
3 C -0.651
4 C -1.026
5 C -1.122
6 C 2.216
7 C -0.881
8 C -0.468
9 C 0.253
10 C 0.006
11 C -1.144
12 C 0.337
13 O -0.386
14 C -0.551
15 C 0.811
16 O -0.383
17 C -0.327
18 C -0.581
19 P 0.934
20 C -0.728
21 C -0.354
22 N -0.624
23 C 0.298
24 O -0.362
25 N -0.180
26 C 0.534
27 O -0.451
28 F -0.187
29 C -0.832
30 C -0.417
31 H 0.279
32 H -0.215
33 H 0.300
34 H 0.282
35 H -0.010
36 H 0.141
37 H 0.158
38 H 0.325
39 H 0.203
40 H 0.222
41 H 0.161
42 H 0.257
43 H 0.125
44 H 0.228
45 H -0.664
46 H 0.175
47 H 0.344
48 H 0.103
49 H 0.295
50 H 0.365
51 H 0.212
52 H 0.007
53 H -0.374
54 H 0.375
55 H 0.022
56 H 0.439
57 H 0.412
58 H -0.372
59 H 0.448
60 H 0.354
61 H 0.421
62 H 0.182
63 H 0.211
64 H 0.250
65 H 0.349
66 H 0.230
67 H 0.103
68 Cl -0.158
69 C -0.139
70 C -0.631
71 Cl -0.161
72 H 0.043
73 H 0.412
74 H 0.353
75 H 0.321
76 Cl -0.117
77 C -0.546
78 C -0.373
79 Cl -0.191
80 H 0.364
81 H 0.313
82 H 0.297
83 H 0.310
84 Cl -0.204
85 C 0.306
86 C -0.409
87 Cl -0.194
88 H 0.357
89 H -0.431
90 H 0.249
91 H 0.319
92 Cl -0.059
93 C -0.558
94 C -0.458
95 Cl -0.153
96 H 0.328
97 H 0.361
98 H 0.368
99 H 0.254